The molecule C2H7N3O at a distorted geometry, computed with ωB97M-V/def2-TZVPD.

```
13
Properties=species:S:1:pos:R:3:forces:R:3
H 2.65524 -0.26719 0.10379 1.52 1.45 0.60
N 1.87155 -0.82388 -0.04726 -3.13 -0.08 -0.69
C 0.73672 -0.18194 0.01902 3.57 -1.64 1.29
C 0.36132 1.14679 0.51591 1.20 2.00 -1.26
O -0.67324 1.51694 -0.37028 -1.08 2.30 -1.96
N -0.35174 -0.78592 -0.45395 -3.13 -4.40 -0.15
N -1.55067 -1.03859 0.33451 -2.55 3.56 -8.23
H -0.21341 1.04590 1.45561 1.05 0.42 0.02
H 1.31392 1.90411 0.47700 -2.37 -1.71 0.60
H -0.60384 1.30493 -1.36489 0.69 0.21 2.71
H -0.17633 -1.69734 -0.86611 0.70 0.35 -0.02
H -2.40182 -0.44841 -0.12500 2.96 -1.91 2.26
H -1.56002 -1.22793 1.23921 0.57 -0.56 4.81
```
Positions in Å, forces in eV/Å.

Values from the calculation:
DFT total energy (eV): -8701.9925
SMILES: [H]/N=C(\CO)NN
Highest occupied orbital energy (eV): -9.3
Total charge: 0
Energy relative to the best compared isomer or geometry (same formula, charge and spin) (kcal/mol): 98.8

natural (NBO) atomic charge list, values in e, 6 entries:
1. H 0.334
2. N -0.686
3. C 0.380
4. C -0.133
5. O -0.743
6. N -0.466



A cluster of 2 separate species, C2H7N3O in total at a distorted geometry, computed with ωB97M-V/def2-TZVPD.

```
13
Properties=species:S:1:pos:R:3:forces:R:3
C -0.58167 -1.42551 -0.42412 0.11 0.86 -1.22
N -0.78203 0.29195 1.53562 0.20 -0.47 0.80
N 1.07331 1.79782 -0.61336 -0.16 -0.04 -0.25
C 0.81576 0.48451 -0.81910 -0.42 -0.80 0.38
O -0.31128 -1.68783 0.87011 0.01 0.45 0.44
N -0.35284 -0.00190 -0.64494 0.07 0.26 -0.72
H -0.59814 -0.38008 2.27778 -0.23 0.14 0.31
H -1.79454 0.26995 1.38564 0.07 -0.18 -0.06
H 0.35342 2.31206 -0.12175 0.29 -0.02 -0.06
H 2.03156 2.09931 -0.56770 -0.21 0.07 0.07
H 0.09246 -1.99600 -1.09360 -0.01 -0.20 0.30
H -1.62495 -1.62658 -0.72106 0.19 -0.08 0.07
H 1.67894 -0.13772 -1.06351 0.10 0.01 -0.06
```
Positions in Å, forces in eV/Å.

Values from the calculation:
DFT total energy (eV): -8700.4587
Highest occupied orbital energy (alpha / beta) (eV): -8.9 / -8.6
Total charge: 0
Energy relative to the best compared isomer or geometry (same formula, charge and spin) (kcal/mol): 134.2

natural (NBO) atomic charge list, values in e, 6 entries:
1. C 0.050
2. N -0.579
3. N -0.795
4. C 0.307
5. O -0.474
6. N -0.462



A cluster of 2 separate species, C2H7N3O2 in total at a distorted geometry, computed with ωB97M-V/def2-TZVPD.

```
14
Properties=species:S:1:pos:R:3:forces:R:3
C -1.76870 -1.13384 0.01462 -0.15 0.15 -0.30
C 1.41421 0.97497 1.36178 -2.31 -0.63 -2.59
N -0.34912 -0.85830 -0.07228 0.40 -1.29 -0.15
N 0.01506 0.41997 -0.18682 1.86 1.70 3.69
N 0.65065 0.78093 -1.33818 -0.23 -0.64 -0.53
O 1.25637 1.82219 -1.34602 0.35 0.67 -0.04
O 0.50671 0.03116 -2.28735 0.15 -0.21 -0.63
H -2.22985 -0.36791 0.63278 -0.06 -0.05 0.05
H -2.24519 -1.13406 -0.97101 -0.10 0.04 0.05
H -1.90304 -2.10989 0.47816 -0.04 0.04 0.03
H 0.72522 1.53840 1.96143 -0.07 0.12 0.20
H 1.67070 -0.01066 1.69432 0.05 -0.32 0.07
H 2.11220 1.53223 0.76797 0.24 0.12 -0.03
H 0.14478 -1.48519 -0.70942 -0.10 0.30 0.17
```
Positions in Å, forces in eV/Å.

Values from the calculation:
DFT total energy (eV): -10746.2243
Highest occupied orbital energy (alpha / beta) (eV): -8.8 / -8.8
Total charge: 0
Energy relative to the best compared isomer or geometry (same formula, charge and spin) (kcal/mol): 181.1

natural (NBO) atomic charge list, values in e, 6 entries:
1. C -0.412
2. C -0.308
3. N -0.461
4. N -0.140
5. N 0.595
6. O -0.414



The molecule C2H7N3O2 at a distorted geometry, computed with ωB97M-V/def2-TZVPD.

```
14
Properties=species:S:1:pos:R:3:forces:R:3
C 0.53437 -2.40000 -0.10753 -1.54 -3.93 -1.02
N -0.21267 -1.25331 0.25514 -0.72 1.04 4.18
N 0.41635 -0.10111 -0.03661 -3.64 4.54 -0.89
N 1.60822 0.06197 0.05497 1.96 -2.10 -0.25
O 2.38180 -0.84290 0.35723 2.55 1.71 0.73
O 2.10505 1.33986 -0.36970 -1.48 -1.53 -2.66
C 2.27917 2.13307 0.71912 0.92 -1.42 5.27
H 0.33232 -3.41725 0.36664 -0.97 1.58 -0.25
H 0.14628 -2.41436 -1.13748 1.20 -1.19 -0.22
H 1.58803 -2.42256 0.00756 0.62 0.56 -0.45
H -0.65284 -1.03597 1.23216 1.02 -1.24 -2.18
H 1.44759 1.78628 1.53769 2.15 1.15 -1.54
H 3.35675 1.85406 1.06674 -1.84 0.91 0.30
H 2.20600 3.21163 0.63675 -0.24 -0.07 -1.00
```
Positions in Å, forces in eV/Å.

Values from the calculation:
DFT total energy (eV): -10745.3400
SMILES: CN/N=[N+](\[O-])OC
Highest occupied orbital energy (eV): -9.0
Total charge: 0
Energy relative to the best compared isomer or geometry (same formula, charge and spin) (kcal/mol): 201.5

natural (NBO) atomic charge list, values in e, 6 entries:
1. C -0.481
2. N -0.452
3. N -0.085
4. N 0.506
5. O -0.484
6. O -0.358



A structure of composition C2H7N3O2 at a distorted geometry, computed with ωB97M-V/def2-TZVPD.

```
14
Properties=species:S:1:pos:R:3:forces:R:3
C -0.61537 0.75630 -0.10568 1.94 -1.96 -0.20
C 0.66615 -0.64396 -0.61828 -2.54 4.36 2.04
N 0.22266 1.55738 0.56322 -2.74 0.32 -1.72
N -1.87963 0.78609 -0.35655 -0.83 1.81 1.13
N 0.67344 -1.66702 0.51521 0.97 0.08 -1.98
O 1.71058 0.18522 -0.51872 0.28 -0.01 -1.01
O 1.48119 1.16359 0.57790 2.31 -1.55 1.02
H 0.34898 -0.86588 -1.63706 0.47 -0.85 0.18
H 0.19835 2.57031 0.41418 -0.35 0.17 0.09
H -2.28731 0.25499 -1.08911 -0.09 -1.02 -0.78
H -2.60079 1.46842 0.00908 1.38 -0.53 -0.09
H -0.05470 -1.51665 1.18548 -0.94 -0.13 0.58
H 1.57598 -1.44530 1.01452 -0.49 -1.13 -0.46
H 0.56046 -2.60351 0.04579 0.64 0.44 1.19
```
Positions in Å, forces in eV/Å.

Values from the calculation:
DFT total energy (eV): -10728.3517
Highest occupied orbital energy (eV): -19.9
Total charge: +2
Energy relative to the best compared isomer or geometry (same formula, charge and spin) (kcal/mol): 79.1

natural (NBO) atomic charge list, values in e, 6 entries:
1. C 0.510
2. C 0.255
3. N -0.265
4. N -0.690
5. N -0.733
6. O -0.209



A cluster of 2 separate species, C2H7N3O2S in total at a distorted geometry, computed with ωB97M-V/def2-TZVPD.

```
15
Properties=species:S:1:pos:R:3:forces:R:3
C -2.73608 0.86028 -0.04392 -1.81 -2.23 -1.59
C 2.25979 0.36761 0.42371 1.34 -3.17 -0.62
N -2.25038 -0.25119 -0.24236 0.53 -1.01 -0.06
N 0.08685 -1.85786 -0.10567 -0.74 -0.80 0.27
N -0.12504 -0.82451 0.68371 -0.19 1.84 1.06
O 0.04391 1.81814 0.35451 -0.37 -0.45 0.63
O 0.57110 0.28117 -1.45859 -0.21 -0.36 -3.19
S 0.53322 0.54954 -0.08553 1.92 -0.59 2.94
H -3.72625 0.98251 -0.45940 -0.61 0.43 -0.10
H -2.25954 1.61111 0.42250 1.63 2.80 1.77
H 2.76015 0.92650 -0.34473 0.49 0.73 0.07
H 2.64411 0.46295 1.42844 -0.73 1.20 0.40
H 2.72011 -0.72666 0.27027 -1.82 1.92 -0.33
H -0.03795 -1.54874 -1.06045 0.10 -0.76 -0.78
H -0.48399 -2.65084 0.21752 0.47 0.44 -0.48
```
Positions in Å, forces in eV/Å.

Values from the calculation:
DFT total energy (eV): -21582.6277
Highest occupied orbital energy (alpha / beta) (eV): -9.5 / -8.8
Total charge: 0
Energy relative to the best compared isomer or geometry (same formula, charge and spin) (kcal/mol): 79.1

natural (NBO) atomic charge list, values in e, 6 entries:
1. C -0.179
2. C -0.918
3. N -0.250
4. N -0.558
5. N -0.409
6. O -0.923



The molecule C2H7N3O3 at a distorted geometry, computed with ωB97M-V/def2-TZVPD.

```
15
Properties=species:S:1:pos:R:3:forces:R:3
C 1.64291 -0.05203 -0.55765 0.10 -0.55 0.01
N 0.74349 0.63361 0.35609 -0.33 0.58 0.04
O 1.24867 1.94273 0.62338 -0.69 -0.38 -0.05
C -0.64058 0.62503 0.19456 -0.41 -0.24 -0.16
O -1.30850 1.65844 0.32282 0.35 -0.92 -0.03
N -1.23855 -0.61354 -0.08966 0.72 1.62 -0.37
N -0.72457 -1.82527 0.36043 0.01 0.14 -0.15
O -2.64838 -0.55560 -0.16990 0.60 -0.02 0.45
H 2.40369 0.63700 -0.93743 -0.32 0.00 0.21
H 1.09596 -0.47492 -1.40470 0.03 0.06 0.08
H 2.13810 -0.85506 -0.00518 0.14 0.01 -0.29
H 0.42995 2.48516 0.65666 0.19 -0.17 -0.06
H 0.04954 -1.64581 0.99836 -0.34 -0.01 0.10
H -0.36263 -2.32794 -0.44669 -0.03 0.00 0.20
H -2.82907 0.36821 0.09890 -0.01 -0.13 0.02
```
Positions in Å, forces in eV/Å.

Values from the calculation:
DFT total energy (eV): -12796.4580
SMILES: CN(O)C(=O)N(N)O
Highest occupied orbital energy (eV): -9.0
Total charge: 0
Energy relative to the best compared isomer or geometry (same formula, charge and spin) (kcal/mol): 111.7

natural (NBO) atomic charge list, values in e, 6 entries:
1. C -0.434
2. N -0.188
3. O -0.555
4. C 0.705
5. O -0.676
6. N -0.049



The molecule C2H7N3O3 at a distorted geometry, computed with ωB97M-V/def2-TZVPD.

```
15
Properties=species:S:1:pos:R:3:forces:R:3
N 1.22979 0.72957 0.85513 -0.21 0.04 0.64
C 0.72067 -0.51042 0.34628 -0.29 0.70 -2.46
O 1.44214 -1.51729 0.23520 0.01 -0.13 0.42
C 0.09315 -0.07190 -1.35522 0.78 -0.63 1.63
O -0.23550 1.26999 -1.58772 -0.30 0.25 0.04
N -0.58672 -0.87695 1.24581 -0.47 0.78 -0.60
N -1.85022 -0.20252 0.33136 0.36 1.16 0.70
O -1.98068 0.94178 0.51948 0.48 -2.09 0.11
H 2.22958 0.76477 0.70110 -0.11 -0.10 -0.02
H 0.78118 1.54536 0.44903 0.09 -0.15 -0.11
H 1.09032 -0.23567 -1.75471 -0.05 -0.06 -0.14
H -0.59791 -0.79697 -1.78383 -0.07 0.01 -0.02
H -1.19091 1.39106 -1.61156 0.13 -0.02 -0.08
H -0.53641 -0.53674 2.20527 -0.02 0.22 -0.02
H -0.60848 -1.89406 1.20440 -0.31 0.04 -0.10
```
Positions in Å, forces in eV/Å.

Values from the calculation:
DFT total energy (eV): -12795.0460
SMILES: N[C@]([O-])(CO)[NH2+]N=O
Highest occupied orbital energy (alpha / beta) (eV): -7.8 / -7.8
Total charge: 0
Energy relative to the best compared isomer or geometry (same formula, charge and spin) (kcal/mol): 144.3

natural (NBO) atomic charge list, values in e, 6 entries:
1. N -0.910
2. C 0.621
3. O -0.765
4. C -0.209
5. O -0.724
6. N -0.598



The molecule C2H7N3O3 at a distorted geometry, computed with ωB97M-V/def2-TZVPD.

```
15
Properties=species:S:1:pos:R:3:forces:R:3
H -1.23787 -2.26095 1.42364 -0.05 0.20 -0.01
N -0.79183 -1.36028 1.27246 -0.08 -0.55 -0.53
C -0.86203 -0.82854 0.11534 -0.19 0.37 1.23
O -1.56670 -1.17066 -0.94668 -0.03 -0.34 -0.30
C -0.04081 0.46831 0.02542 0.22 -1.08 -0.64
N -0.84815 1.54659 -0.44491 0.27 0.01 0.25
O 0.51991 0.66393 1.23109 -0.85 -1.47 1.31
O 0.96538 0.02878 -1.01467 -0.33 0.46 0.57
N 2.30521 0.28796 -0.67194 0.26 -0.02 -0.01
H -2.01798 -2.02120 -0.82644 0.11 0.23 0.05
H -0.36049 2.42175 -0.29034 -0.09 0.00 -0.09
H -1.06470 1.42297 -1.42626 0.09 0.10 0.00
H 0.10678 -0.26436 1.80806 0.89 2.08 -1.66
H 2.38949 1.28103 -0.45017 -0.07 -0.16 -0.01
H 2.50377 -0.21534 0.19541 -0.15 0.19 -0.15
```
Positions in Å, forces in eV/Å.

Values from the calculation:
DFT total energy (eV): -12798.0908
SMILES: [H]/N=C(\O)[C@@](N)(O)ON
Highest occupied orbital energy (eV): -9.2
Total charge: 0
Energy relative to the best compared isomer or geometry (same formula, charge and spin) (kcal/mol): 74.1

natural (NBO) atomic charge list, values in e, 6 entries:
1. H 0.373
2. N -0.773
3. C 0.599
4. O -0.635
5. C 0.551
6. N -0.845